Record 1
A structure of composition C3H8N2OS in a non-equilibrium geometry, computed with ωB97M-V with the def2-TZVPD basis set.

XYZ file:
```
15
Properties=species:S:1:pos:R:3
H -3.859 0.353 0.850
C 1.546 -0.264 -0.279
H 0.760 0.398 1.771
H 0.753 -1.191 1.557
H 0.397 1.421 -1.144
N -3.275 0.409 -0.017
N -1.921 0.738 0.191
H -3.388 -0.402 -0.518
H 1.627 -1.285 -0.720
C 0.763 -0.354 0.985
H 2.457 0.305 -0.271
O -1.070 -1.620 -0.562
C 0.515 0.404 -1.199
S -0.760 -0.250 -0.048
H 0.397 0.061 -2.155
```

Output
- Energy above the lowest of the compared OMol25 structures with the same formula, charge and spin: 122.2 kcal per mole
- Orbital gap: 8.8 eV
- E_tot: -701.88278 Ha

Record 2
An isolated molecule of C3H8N2OS in a non-equilibrium geometry, computed with ωB97M-V with the def2-TZVPD basis set.

XYZ file:
```
15
Properties=species:S:1:pos:R:3
N -0.172 1.347 -1.033
S 1.753 0.288 0.616
H -1.234 0.354 1.775
H 0.747 -2.002 -0.018
C -1.183 0.136 0.777
H -2.445 0.303 -0.666
H 2.414 -1.938 0.165
N -2.503 0.289 0.328
C 1.681 -1.455 -0.295
H -2.944 1.120 0.652
C -0.013 0.747 0.033
H 1.721 -1.141 -1.307
O 2.619 1.109 -0.270
H 0.608 1.736 -1.626
H -1.051 -0.892 0.870
```

Output
- Energy above the lowest of the compared OMol25 structures with the same formula, charge and spin: 74.5 kcal per mole
- Orbital gap: 9.8 eV
- E_tot: -701.95880 Ha

Record 3
An isolated molecule of C3H8N2OS2 in a non-equilibrium geometry, computed with ωB97M-V with the def2-TZVPD basis set.

XYZ file:
```
16
Properties=species:S:1:pos:R:3
H 1.603 0.725 1.439
H 0.535 -1.604 -1.577
H 2.975 -1.070 -0.516
N -1.890 0.611 0.217
H 3.557 0.377 0.083
N 0.258 -0.412 0.411
S 0.136 2.099 -0.326
S -0.003 -1.904 -0.373
H 2.155 0.451 -1.041
C 2.610 -0.081 -0.218
C 1.619 -0.229 0.955
C -0.527 0.685 0.199
H 1.891 -1.044 1.616
H -2.282 1.288 -0.439
H -2.896 -0.802 1.001
O -2.557 -0.635 0.076
```

Output
- Energy above the lowest of the compared OMol25 structures with the same formula, charge and spin: 71.9 kcal per mole
- Orbital gap: 8.9 eV
- E_tot: -1100.14081 Ha